C51H44N10O4P2SSe2Zr | wB97M-V/def2-TZVPD

```
115
Properties=species:S:1:pos:R:3:mulliken_charge:R:1
Zr -1.57094 0.64470 1.12065 -0.96
Se 2.22894 -0.34873 -4.54728 -0.09
P 3.03502 0.40455 -2.76309 0.95
C 3.85615 2.00274 -2.96545 0.61
C 4.85962 1.99833 -3.93725 -0.37
C 5.58032 3.14883 -4.19622 -0.94
C 5.29873 4.31671 -3.49836 -0.48
C 4.29909 4.32524 -2.53995 -0.82
C 3.57913 3.17018 -2.26622 -0.26
C 4.25397 -0.64743 -1.93850 0.01
C 5.11704 -0.09168 -0.99491 -0.41
C 6.06580 -0.88941 -0.37710 -0.80
C 6.15016 -2.24046 -0.69117 -0.53
C 5.29406 -2.79331 -1.63195 -0.80
C 4.34991 -1.99562 -2.26278 -0.20
C 1.71781 0.63691 -1.52466 0.52
C 0.37633 0.26879 -1.52080 -0.59
N -0.14760 0.89145 -0.45761 1.33
N 0.79537 1.52957 0.20972 -0.42
N 1.93777 1.39401 -0.41720 -0.81
P -0.82387 -0.81253 -2.31814 0.42
Se -2.61981 -0.71887 -1.02530 -0.32
C -0.27850 -2.52180 -2.34833 0.51
C -1.23017 -3.54142 -2.26982 -0.78
C -0.82730 -4.86269 -2.36685 -0.88
C 0.51786 -5.17495 -2.51847 -0.89
C 1.46390 -4.16312 -2.57729 -0.40
C 1.06922 -2.83759 -2.50130 1.52
C -1.21084 -0.19508 -3.94428 0.93
C -0.98409 1.14216 -4.25826 -0.02
C -1.31775 1.61249 -5.51539 -0.88
C -1.87349 0.75277 -6.45310 -0.60
C -2.09905 -0.58022 -6.13910 -0.79
C -1.76824 -1.05972 -4.88287 -0.49
H 5.06716 1.09771 -4.50231 0.43
H 6.35615 3.13686 -4.94813 0.43
H 5.85913 5.21757 -3.70376 0.41
H 4.07889 5.23248 -1.99451 0.44
H 2.81824 3.18766 -1.49767 0.48
H 5.06544 0.96484 -0.76355 0.39
H 6.75278 -0.45357 0.33496 0.44
H 6.90213 -2.85724 -0.21843 0.44
H 5.38249 -3.83694 -1.89858 0.48
H 3.72167 -2.40386 -3.04751 0.85
H -2.28040 -3.31553 -2.13512 0.52
H -1.56654 -5.65043 -2.32116 0.46
H 0.82576 -6.20831 -2.59129 0.46
H 2.51120 -4.40159 -2.69515 0.49
H 1.80626 -2.04838 -2.58540 -1.58
H -0.51856 1.80624 -3.53999 0.40
H -1.12084 2.64283 -5.77348 0.49
H -2.11955 1.12017 -7.43982 0.44
H -2.52179 -1.24843 -6.87542 0.44
H -1.92637 -2.10444 -4.64765 0.39
S -8.25357 2.94330 -1.90213 0.22
N -7.96338 1.91545 -0.69590 -0.67
C -6.66185 1.97624 -0.44203 0.94
C -5.95913 1.19925 0.56144 0.12
C -6.58844 0.28663 1.41132 -0.58
C -5.82652 -0.42422 2.31272 -1.23
C -4.44881 -0.23656 2.32596 -0.40
N -3.83350 0.62387 1.51515 0.14
C -4.57948 1.36325 0.66121 0.16
C -3.86829 2.34502 -0.16184 -0.04
N -2.54429 2.47708 0.06086 0.64
C -1.87535 3.40008 -0.62241 -0.27
C -2.48090 4.20952 -1.58165 -1.18
C -3.82144 4.04175 -1.85127 -0.63
C -4.54448 3.09275 -1.12116 0.23
C -5.97171 2.87972 -1.27283 0.90
N -6.75912 3.49400 -2.14771 -0.65
H -7.66010 0.15820 1.34982 0.59
H -6.27496 -1.12789 2.99700 0.49
H -3.81290 -0.78828 3.00794 0.64
H -0.81780 3.49045 -0.40159 0.62
H -1.89086 4.94786 -2.10409 0.51
H -4.32826 4.63416 -2.60009 0.60
C 2.84146 -2.31242 1.14873 0.53
C 2.24134 -2.02357 2.51839 -1.90
N 0.91835 -2.62664 2.72822 0.64
C 0.88585 -3.84461 3.54818 -0.73
C 1.42877 -5.06083 2.81927 -1.12
C -0.15902 -2.11663 2.14615 0.81
C -1.49091 -2.78232 2.31713 -1.85
N -0.11705 -1.05467 1.36667 0.87
H 3.83297 -1.86660 1.08903 0.03
H 2.25168 -1.90410 0.32632 -0.13
H 2.94210 -3.38308 0.98089 0.42
H 2.16716 -0.94647 2.70158 0.33
H 2.88788 -2.42030 3.30003 0.56
H -0.13449 -4.01998 3.87903 0.39
H 1.47336 -3.63663 4.44399 0.43
H 0.85583 -5.26964 1.91578 0.29
H 1.36993 -5.93045 3.47081 0.44
H 2.47282 -4.92894 2.53961 0.28
H -1.80084 -2.79479 3.36086 0.37
H -1.45182 -3.81128 1.95980 0.60
H -2.23619 -2.26132 1.71272 -0.02
H 0.82921 -0.68619 1.29823 -0.32
O -1.10031 2.17802 2.51016 -0.84
C -1.26419 1.39656 3.51192 1.75
O -1.66468 0.21352 3.24992 -0.56
C -0.98364 1.84185 4.87858 0.20
C -1.19082 0.96690 5.94459 -0.42
C -0.92081 1.38615 7.23398 -0.65
C -0.44640 2.67329 7.41173 -0.09
C -0.23160 3.56178 6.37487 -0.61
C -0.50741 3.13569 5.08724 -0.37
N -0.14913 3.12419 8.79615 1.03
O -0.39055 2.34446 9.68665 -0.59
O 0.26154 4.25133 8.92499 -0.59
H -1.56172 -0.03129 5.75962 0.55
H -1.06850 0.74725 8.09157 0.52
H 0.14108 4.55287 6.58509 0.51
H -0.35389 3.79482 4.24538 0.55
```

Output
Energy above the lowest of the compared OMol25 structures with the same formula, charge and spin (eV): 0.043
Strongest force on any atom (eV Å⁻¹): 0.7
Frontier orbital gap (eV): 6.015
LUMO energy (eV): -6.08
Charge: +2